1.
80
Properties=species:S:1:pos:R:3:forces:R:3 method="wB97M-V/def2-TZVPD" homo_ev="-13.66 / -13.61" orbital_gap_ev="5.99 / 6.28" e_above_lowest_kcal_mol=14.5 charge=+2 multiplicity=2
Re 0.472 -0.301 0.022 -0.51 0.03 -0.27
C 1.172 -2.590 -3.468 -0.04 -0.04 0.05
C 0.168 -2.491 -2.331 0.07 -0.12 0.01
C -1.134 -3.216 -2.631 0.07 -0.01 0.05
O -0.109 -1.078 -2.063 0.02 0.10 0.08
C 0.796 -3.041 -1.046 0.03 0.03 0.17
O 1.204 -4.147 -0.927 -0.12 0.17 -0.13
O 0.854 -2.146 0.006 0.20 -0.27 -0.19
H 0.727 -2.222 -4.392 0.00 0.01 -0.01
H 1.456 -3.632 -3.609 -0.01 0.00 0.00
H 2.072 -2.018 -3.247 0.03 0.02 0.01
H -1.533 -2.887 -3.592 -0.01 0.01 -0.02
H -1.876 -3.048 -1.851 -0.01 0.00 0.02
H -0.942 -4.286 -2.696 0.00 0.00 -0.01
H -0.891 -0.797 -2.556 0.01 0.02 -0.03
C 2.175 0.084 1.254 -0.08 -0.20 0.21
C 2.659 1.485 1.469 0.03 0.11 -0.13
C 3.572 2.044 0.570 -0.09 -0.02 0.07
C 4.027 3.341 0.728 -0.01 0.06 0.04
C 3.575 4.110 1.795 0.00 -0.02 -0.03
C 2.691 3.560 2.709 0.02 0.01 -0.01
C 2.242 2.256 2.551 0.02 -0.04 -0.07
H 2.118 -0.461 2.192 0.09 0.11 0.03
H 2.918 -0.426 0.623 -0.03 -0.09 0.05
H 3.953 1.437 -0.244 0.00 -0.03 -0.04
H 4.753 3.749 0.037 0.01 0.01 -0.01
H 3.933 5.122 1.926 0.01 0.03 0.00
H 2.362 4.140 3.561 0.00 0.02 0.01
H 1.581 1.837 3.298 -0.01 -0.05 0.00
C -1.499 -3.433 1.446 0.03 -0.02 -0.01
C -2.101 -2.074 1.795 0.00 0.02 0.07
C -3.305 -1.800 0.898 -0.02 0.00 -0.02
P -0.903 -0.668 1.966 0.24 0.16 0.05
C 0.003 -1.005 3.535 -0.05 0.06 0.08
C 0.956 -2.211 3.465 0.00 -0.03 -0.05
C -0.921 -1.142 4.752 -0.01 0.01 -0.03
C -2.004 0.782 2.326 0.01 -0.03 -0.01
C -1.301 1.906 3.086 0.06 0.00 0.00
C -2.731 1.392 1.122 -0.05 -0.04 -0.04
H -2.228 -4.204 1.699 0.00 -0.01 0.02
H -0.575 -3.662 1.967 0.03 0.01 -0.01
H -1.316 -3.516 0.376 0.01 0.00 -0.03
H -2.460 -2.121 2.832 -0.02 -0.01 -0.05
H -3.000 -1.587 -0.131 0.01 0.00 -0.02
H -3.929 -0.984 1.252 -0.02 -0.03 0.02
H -3.927 -2.695 0.871 0.00 -0.01 0.00
H 0.602 -0.099 3.664 -0.02 0.00 -0.02
H 0.452 -3.111 3.813 -0.01 -0.02 -0.01
H 1.804 -2.042 4.128 0.00 0.00 0.03
H 1.344 -2.414 2.468 0.02 0.03 0.01
H -1.429 -2.106 4.752 -0.02 -0.01 -0.01
H -1.671 -0.358 4.832 0.00 0.04 0.00
H -0.315 -1.105 5.658 0.02 -0.01 0.00
H -2.757 0.324 2.978 0.01 0.02 0.00
H -0.474 2.318 2.505 -0.03 0.00 -0.02
H -0.920 1.602 4.059 0.01 -0.03 0.00
H -2.013 2.715 3.252 -0.02 0.01 0.03
H -2.089 2.120 0.630 0.05 0.08 0.01
H -3.607 1.932 1.482 -0.02 -0.01 -0.01
H -3.073 0.662 0.388 0.03 0.03 0.01
C -2.162 0.650 -4.514 -0.01 0.01 -0.01
C -2.192 1.930 -3.694 -0.02 0.07 0.03
N -1.507 1.785 -2.401 0.06 -0.05 0.01
C -0.204 1.950 -2.202 -0.09 0.06 0.08
S 0.386 1.944 -0.526 0.08 -0.03 0.06
N 0.625 2.196 -3.187 -0.08 -0.09 -0.02
C 2.079 2.407 -3.062 0.02 0.07 0.04
C 2.852 1.110 -3.186 0.03 -0.03 0.02
H -2.612 0.820 -5.490 0.00 -0.01 -0.02
H -2.738 -0.139 -4.026 -0.01 -0.02 0.04
H -1.142 0.295 -4.679 0.03 0.00 -0.03
H -3.214 2.227 -3.468 0.01 -0.03 -0.04
H -1.746 2.770 -4.232 -0.01 -0.01 0.00
H -2.069 1.704 -1.567 -0.01 0.00 0.02
H 0.252 2.198 -4.128 0.00 0.05 0.01
H 2.264 2.897 -2.106 0.03 -0.03 -0.02
H 2.351 3.112 -3.846 0.02 -0.03 0.01
H 2.576 0.413 -2.390 0.00 0.01 0.01
H 3.920 1.308 -3.103 0.01 0.01 -0.01
H 2.674 0.625 -4.146 -0.01 0.00 -0.02



2.
80
Properties=species:S:1:pos:R:3:forces:R:3 method="wB97M-V/def2-TZVPD" homo_ev=-11.23 orbital_gap_ev=8.91 e_above_lowest_kcal_mol=0.0 charge=+1
Zn -0.063 0.809 0.453 -0.11 -0.05 -0.02
C -2.578 3.762 0.918 0.06 0.00 -0.04
C -2.663 2.418 0.212 -0.04 0.02 0.02
C -3.824 2.353 -0.762 0.01 0.00 -0.01
O -1.415 2.184 -0.512 -0.04 -0.02 0.02
C -2.781 1.301 1.273 -0.04 0.00 -0.05
O -3.839 1.179 1.853 0.02 0.03 0.03
O -1.723 0.586 1.471 0.00 -0.10 0.05
H -2.522 4.573 0.186 0.00 0.00 -0.01
H -1.703 3.807 1.570 -0.10 0.01 -0.12
H -3.471 3.910 1.523 0.00 -0.01 0.00
H -3.755 3.163 -1.492 0.00 0.00 0.00
H -4.759 2.449 -0.214 0.01 0.00 0.00
H -3.834 1.401 -1.292 0.00 -0.01 0.00
H -1.145 3.002 -0.945 0.04 0.00 0.02
C -2.870 -2.398 -0.256 0.02 -0.03 0.00
C -1.722 -2.297 -1.263 -0.05 0.00 -0.02
C -2.001 -1.131 -2.214 -0.01 0.01 0.03
C -1.597 -3.601 -2.045 0.03 -0.01 -0.02
Sb 0.087 -1.782 -0.171 0.02 0.10 -0.02
C 0.155 -3.030 1.609 0.06 -0.04 0.05
C 1.591 -3.029 2.133 0.00 0.01 0.00
C -0.760 -2.389 2.654 -0.04 0.01 -0.01
C -0.292 -4.464 1.337 -0.02 -0.04 -0.04
C 1.797 -2.322 -1.412 0.05 0.02 -0.02
C 1.991 -3.826 -1.574 -0.03 -0.05 0.02
C 1.594 -1.671 -2.781 -0.04 0.01 -0.02
C 3.042 -1.704 -0.767 -0.01 -0.02 0.01
H -3.809 -2.494 -0.809 -0.01 0.01 0.00
H -2.949 -1.517 0.384 0.00 0.04 0.00
H -2.782 -3.280 0.381 -0.02 0.08 -0.04
H -2.943 -1.317 -2.739 -0.01 0.00 -0.01
H -1.223 -1.007 -2.970 0.02 -0.01 0.01
H -2.105 -0.187 -1.673 0.00 0.00 -0.01
H -2.555 -3.814 -2.530 -0.01 0.00 0.00
H -1.361 -4.449 -1.401 0.00 0.00 0.00
H -0.842 -3.546 -2.832 -0.03 0.01 0.03
H 1.985 -2.017 2.274 -0.02 0.00 0.01
H 2.275 -3.568 1.475 -0.03 0.00 0.02
H 1.616 -3.527 3.107 -0.01 -0.01 0.01
H -0.495 -1.350 2.863 0.02 -0.02 0.00
H -0.680 -2.956 3.586 0.00 0.00 0.01
H -1.807 -2.384 2.352 0.02 0.00 0.00
H 0.312 -4.953 0.570 0.00 0.01 0.01
H -1.338 -4.515 1.034 0.08 -0.03 0.02
H -0.193 -5.048 2.257 0.00 0.00 0.00
H 1.118 -4.315 -2.009 0.04 0.02 0.02
H 2.217 -4.313 -0.624 -0.01 0.00 -0.02
H 2.839 -4.010 -2.242 0.01 0.00 0.00
H 0.770 -2.116 -3.338 0.01 0.01 0.02
H 2.502 -1.805 -3.379 0.00 -0.01 -0.01
H 1.406 -0.596 -2.695 -0.01 -0.02 0.01
H 3.271 -2.140 0.206 0.00 0.02 -0.04
H 2.934 -0.624 -0.637 -0.01 0.02 -0.01
H 3.906 -1.880 -1.416 0.01 0.00 -0.01
N 1.032 1.315 2.217 0.08 0.02 0.01
C 0.522 2.550 2.767 -0.05 0.00 -0.07
C 1.082 3.754 2.369 0.01 0.02 0.01
C 0.554 4.945 2.848 0.01 0.00 -0.01
C -0.532 4.930 3.709 0.00 0.00 0.05
C -1.094 3.718 4.089 0.05 0.00 0.10
C -0.571 2.523 3.620 -0.01 -0.02 0.03
H 2.027 1.393 2.035 0.01 -0.01 0.03
H 0.895 0.552 2.873 -0.02 0.01 0.02
H 1.929 3.763 1.691 0.00 0.00 0.01
H 0.997 5.885 2.547 0.00 0.00 0.00
H -0.942 5.858 4.082 0.00 0.00 0.00
H -1.949 3.699 4.751 0.00 0.00 0.00
H -1.031 1.579 3.886 0.01 0.01 0.01
C 2.430 2.073 -4.073 0.01 0.01 0.00
N 2.893 2.233 -2.692 -0.01 0.05 -0.04
C 4.325 2.416 -2.452 0.00 0.00 0.00
C 2.082 1.995 -1.702 0.01 -0.14 0.06
N 1.357 1.781 -0.824 0.07 0.11 -0.07
H 2.860 1.172 -4.513 0.00 0.00 0.00
H 2.733 2.942 -4.654 0.00 0.00 0.00
H 1.345 1.998 -4.086 0.00 0.00 -0.01
H 4.880 1.537 -2.782 0.00 0.00 0.00
H 4.499 2.575 -1.391 0.00 0.00 0.00
H 4.670 3.290 -3.002 0.00 -0.01 0.00



3.
94
Properties=species:S:1:pos:R:3:forces:R:3 method="wB97M-V/def2-TZVPD" homo_ev=-7.94 smiles="c1cc[nH]c1.COC(=O)OC.COC(=O)OC.COC(=O)OC.COC(=O)OC.COC(=O)OC.COC(=O)OC.COC(=O)OC" orbital_gap_ev=8.49
C 4.139 -3.364 1.138 2.22 0.51 -0.50
O 4.295 -2.879 2.477 -0.12 -0.54 -0.33
C 3.745 -1.713 2.750 0.70 1.61 1.30
O 3.094 -0.967 2.044 0.31 -1.33 0.22
O 4.147 -1.392 4.015 -0.49 -0.79 -0.96
C 3.378 -0.361 4.631 -0.64 -0.28 -0.02
H 4.330 -2.510 0.458 0.13 -0.68 0.13
H 3.161 -3.687 0.962 -1.58 -0.65 -0.11
H 4.875 -4.215 0.986 -0.88 1.24 0.27
H 2.316 -0.524 4.412 0.09 -0.01 0.31
H 3.620 0.594 4.226 0.42 0.58 -0.12
H 3.582 -0.412 5.699 -0.02 -0.02 -0.12
C -0.403 0.556 -5.287 0.18 -1.34 0.24
O -1.595 1.297 -5.129 0.16 0.55 -0.64
C -1.326 2.606 -5.023 -0.44 0.58 0.97
O -0.405 3.257 -5.460 -0.79 -1.05 0.15
O -2.299 3.099 -4.215 0.67 0.92 -0.70
C -2.075 4.501 -3.884 0.29 -0.93 0.07
H -0.601 -0.511 -5.234 -0.61 0.04 -0.38
H 0.174 0.714 -4.419 1.07 0.46 0.95
H 0.168 0.785 -6.160 0.10 0.35 -0.70
H -2.084 5.136 -4.792 0.49 -0.38 0.74
H -1.210 4.539 -3.190 -0.02 0.37 -1.07
H -2.902 4.720 -3.264 -1.15 0.53 0.44
C -5.022 -1.757 -3.083 -0.02 -0.14 0.07
O -5.273 -1.605 -1.706 0.69 0.26 0.46
C -4.200 -1.169 -0.994 -2.86 0.84 0.37
O -3.106 -0.954 -1.390 1.57 -0.40 -0.81
O -4.694 -0.865 0.185 0.24 0.40 0.90
C -3.821 -0.144 1.118 -0.88 -1.68 0.04
H -5.954 -2.031 -3.527 -0.64 0.22 -0.37
H -4.376 -2.578 -3.207 1.04 -1.08 -0.39
H -4.552 -0.892 -3.522 -0.08 0.45 -0.15
H -3.785 0.902 0.883 0.40 0.21 -0.32
H -2.884 -0.695 1.145 0.25 0.59 0.01
H -4.346 -0.292 2.054 0.16 0.15 0.19
C 5.404 -8.045 0.561 0.83 0.54 0.28
O 5.621 -7.000 -0.424 0.25 -0.37 0.35
C 4.571 -6.532 -1.080 -1.77 0.85 0.89
O 3.422 -6.905 -0.998 0.55 -0.71 -0.14
O 4.911 -5.407 -1.698 1.32 -0.36 -0.64
C 4.007 -4.802 -2.613 0.49 1.03 -0.28
H 5.014 -8.925 0.100 -0.62 -0.42 -0.31
H 4.795 -7.716 1.425 0.19 -0.01 -0.72
H 6.419 -8.301 0.904 -0.41 0.29 -0.04
H 4.596 -4.362 -3.445 -0.15 -0.52 0.51
H 3.581 -3.960 -2.080 -0.53 0.07 -0.04
H 3.250 -5.459 -3.010 -0.17 -0.34 0.17
C -5.320 2.274 -2.932 -0.20 -2.28 -1.31
O -5.100 3.310 -2.019 0.31 0.08 0.04
C -4.042 3.120 -1.274 1.50 0.27 2.80
O -3.389 2.104 -1.063 -1.16 1.29 -1.02
O -3.835 4.290 -0.614 -0.38 -0.16 -0.19
C -2.771 4.396 0.337 0.23 0.17 0.92
H -5.674 1.311 -2.440 0.24 1.30 -0.33
H -4.357 2.003 -3.458 -1.14 0.49 0.31
H -6.102 2.657 -3.615 0.58 -0.41 0.25
H -2.562 3.430 0.828 -0.08 0.35 -0.32
H -3.020 5.158 1.152 -0.06 -1.01 -1.40
H -1.891 4.745 -0.205 0.09 -0.08 0.22
C 0.061 0.087 1.909 -1.53 -1.73 -0.68
O -0.124 0.447 3.290 0.25 0.03 -0.45
C -1.344 0.567 3.794 -0.47 0.06 -1.16
O -2.343 1.021 3.269 1.02 -0.27 0.07
O -1.291 0.060 5.009 -0.72 0.93 0.64
C -2.532 0.176 5.722 0.73 0.04 1.63
H 1.129 0.059 1.782 0.13 -0.26 -0.10
H -0.371 0.790 1.176 -0.02 -0.15 0.58
H -0.420 -0.996 1.739 1.14 2.30 0.30
H -3.227 0.970 5.488 0.26 0.15 -0.91
H -2.252 0.363 6.762 0.06 -0.32 -0.06
H -2.970 -0.784 5.636 -0.89 -0.77 0.07
C 1.179 3.079 4.747 0.23 0.22 -0.70
O 2.360 2.505 4.159 -0.59 1.24 -1.94
C 2.342 2.557 2.760 2.02 -0.77 1.42
O 1.461 2.864 2.017 -0.18 0.14 0.52
O 3.592 2.142 2.388 -1.20 0.46 0.44
C 3.672 1.802 1.012 -2.10 1.21 -1.35
H 1.114 4.165 4.818 0.99 0.11 0.17
H 1.053 2.607 5.685 -0.09 -0.34 0.97
H 0.373 2.866 4.106 -1.24 -0.67 -0.63
H 2.972 0.996 0.798 0.11 -0.03 -0.02
H 4.649 1.480 0.796 1.30 -0.24 -0.06
H 3.354 2.662 0.331 0.66 -0.91 1.05
N -0.939 0.782 -1.790 -1.38 -1.55 -0.20
C -0.308 1.972 -1.749 0.15 -0.12 0.69
C 1.029 1.711 -1.728 2.15 1.17 -0.34
C 1.242 0.318 -1.901 -0.44 -0.50 1.29
C -0.032 -0.235 -1.883 0.89 0.31 0.31
H -1.951 0.615 -1.663 0.97 0.31 -0.25
H -0.856 2.861 -1.529 -0.12 0.35 -0.16
H 1.830 2.463 -1.573 -0.78 -0.58 -0.32
H 2.152 -0.272 -1.675 -0.60 0.65 -0.64
H -0.244 -1.278 -1.739 -0.60 -0.05 -0.31